Computed, not measured: a molecular structure, C50H39F6N3O6S2SbTi in a non-equilibrium geometry, with ωB97M-V/def2-TZVPD.

Calculated values
LUMO, Eh: 0.06101
Max |F|, Eh/bohr: 0.025
HOMO-LUMO gap, eV: 7.2846
Charge: -1
Energy relative to the best compared isomer or geometry (same formula, charge and spin), eV: 0.000
DFT total energy, eV: -136875.2512

```
108
Properties=species:S:1:pos:R:3:forces:R:3:lowdin_charge:R:1
Ti 0.3469 -0.8929 -0.0133 0.3 1.1 0.5 1.0616
C 4.1888 -1.3329 1.9933 0.0 0.0 0.1 -0.0898
C 4.0514 -0.6164 3.1765 0.0 0.0 0.0 -0.0860
C 2.8235 -0.0672 3.5006 0.0 0.0 0.0 -0.0303
C 1.7265 -0.2444 2.6553 -0.1 0.1 0.1 -0.1824
C 1.8583 -0.9193 1.4453 0.3 0.0 0.0 -0.1468
C 3.1114 -1.4488 1.1305 -0.1 -0.2 0.0 -0.1307
C 0.3675 0.2112 3.0212 0.1 -0.1 0.0 -0.2080
C 0.1009 0.8502 4.2609 0.0 0.0 0.0 0.0107
C -1.1797 1.0985 4.6232 -0.1 0.0 0.0 -0.0044
C -2.2364 0.7307 3.7590 0.0 0.1 0.1 -0.1544
C -3.5952 0.9102 4.1114 0.0 0.0 0.0 -0.0472
C -4.5868 0.5643 3.2420 0.0 0.0 -0.1 -0.0865
C -4.2488 0.0411 1.9739 -0.1 0.0 0.1 -0.0558
C -2.9459 -0.1469 1.6142 0.1 0.0 0.0 -0.0153
C -1.8955 0.1755 2.5092 0.1 -0.1 -0.1 -0.1639
N -0.5909 -0.0798 2.1686 0.1 0.1 -0.2 0.1381
H 5.1385 -1.7880 1.7374 0.0 0.0 0.0 0.1051
H 4.8952 -0.4897 3.8434 0.0 0.0 0.0 0.0972
H 2.7328 0.4912 4.4230 0.0 0.0 0.0 0.0942
H 3.2514 -1.9916 0.2024 0.0 0.0 0.0 0.0977
H 0.9141 1.1218 4.9159 0.0 0.0 0.0 0.0998
H -1.4086 1.5701 5.5726 0.0 0.0 0.0 0.1155
H -3.8280 1.3199 5.0879 0.0 0.0 0.0 0.1069
H -5.6263 0.6955 3.5142 0.0 0.0 0.0 0.0976
H -5.0344 -0.2142 1.2735 0.0 0.0 0.0 0.1064
H -2.6997 -0.5199 0.6348 0.0 0.0 0.0 0.0801
C 7.3549 3.8195 1.0385 0.0 0.0 0.0 -0.0579
C 5.9589 3.3795 0.6825 0.0 0.0 0.0 -0.2773
C 5.6511 2.0372 0.5125 0.0 0.0 0.0 -0.0276
C 4.3621 1.6327 0.1858 0.0 0.0 0.0 -0.0409
C 3.3725 2.5822 0.0246 0.1 0.1 0.0 -0.2687
C 3.6605 3.9359 0.1753 0.0 -0.1 0.0 -0.0491
C 4.9452 4.3230 0.5070 0.0 0.0 0.0 -0.0438
S 1.6836 2.1489 -0.2973 -0.1 -0.1 -0.1 0.5962
O 1.0275 2.1605 0.9824 0.0 -0.1 0.0 -0.2774
O 1.2285 3.0804 -1.2986 0.0 0.0 0.0 -0.2898
N 1.7007 0.6176 -0.8272 0.2 0.2 -0.5 -0.2041
C 2.2724 0.3267 -2.0654 -0.2 0.0 0.3 -0.2421
C 3.0039 1.1623 -2.8827 0.1 0.1 -0.1 -0.0129
C 3.5635 0.6925 -4.0889 0.0 0.0 0.1 -0.0722
C 3.4025 -0.5980 -4.5010 0.0 -0.1 0.0 -0.0540
C 2.6367 -1.4801 -3.7027 0.0 0.0 -0.1 -0.1512
C 2.3835 -2.8249 -4.0594 0.0 0.0 0.0 0.0091
C 1.5981 -3.6096 -3.2702 0.0 -0.1 0.0 -0.0143
C 1.0551 -3.0620 -2.0982 0.0 -0.1 0.1 -0.0976
N 1.2996 -1.8283 -1.7173 0.1 0.3 0.0 0.0492
C 2.0783 -1.0155 -2.5027 -0.1 -0.2 0.1 -0.1303
H 8.0142 2.9630 1.1755 0.0 0.0 0.0 0.0705
H 7.3580 4.4032 1.9609 0.0 0.0 0.0 0.0778
H 7.7782 4.4496 0.2533 0.0 0.0 0.0 0.0780
H 6.4251 1.2887 0.6403 0.0 0.0 0.0 0.1116
H 4.1254 0.5856 0.0662 0.0 0.0 0.0 0.0943
H 2.8775 4.6674 0.0243 0.0 0.0 0.0 0.1156
H 5.1711 5.3769 0.6294 0.0 0.0 0.0 0.1112
H 3.1371 2.1992 -2.6122 0.0 0.0 0.0 0.1011
H 4.1328 1.3844 -4.6974 0.0 0.0 0.0 0.1031
H 3.8340 -0.9570 -5.4270 0.0 0.0 0.0 0.1051
H 2.8197 -3.2141 -4.9725 0.0 0.0 0.0 0.1183
H 1.3919 -4.6431 -3.5069 0.0 0.0 0.0 0.1152
H 0.4167 -3.6553 -1.4600 0.0 0.0 0.0 0.0924
C -2.5934 -4.8807 4.0946 0.0 0.0 0.0 -0.0609
O -3.5851 -4.8805 3.0710 0.0 0.0 0.0 -0.0675
C -3.2721 -4.2545 1.9142 0.0 0.0 0.1 -0.2601
C -4.1996 -4.3805 0.8727 0.0 0.0 0.0 0.0017
C -3.9295 -3.7978 -0.3416 -0.1 0.0 0.0 -0.0228
C -2.7579 -3.0638 -0.5773 0.0 0.1 -0.2 -0.0946
C -2.4676 -2.4920 -1.9138 -0.1 -0.1 0.2 -0.3635
C -3.3682 -2.8888 -3.0655 -0.1 0.0 0.0 -0.0135
O -1.5308 -1.7455 -2.1295 0.0 -0.1 -0.1 0.0430
C -1.8697 -2.9297 0.4967 0.4 0.1 -0.1 -0.2852
O -0.7420 -2.2221 0.3810 -0.8 -0.9 -0.1 -0.1992
C -2.1163 -3.5178 1.7296 -0.1 0.0 0.1 0.0570
H -2.9812 -5.5186 4.8839 0.0 0.0 0.0 0.0895
H -2.4390 -3.8717 4.4850 0.0 0.0 0.0 0.0953
H -1.6473 -5.2760 3.7244 0.0 0.0 0.0 0.0797
H -5.1007 -4.9544 1.0402 0.0 0.0 0.0 0.1144
H -4.6515 -3.9102 -1.1398 0.0 0.0 0.0 0.1047
H -3.4224 -3.9747 -3.1569 0.0 0.0 0.0 0.0873
H -2.9623 -2.4599 -3.9778 0.0 0.0 0.0 0.0812
H -4.3818 -2.5119 -2.9123 0.0 0.0 0.0 0.0843
H -1.3681 -3.3905 2.4961 0.0 -0.1 0.0 0.1210
C -3.3267 7.0410 -3.7269 0.0 -0.1 0.0 -0.0575
C -4.6740 6.4366 -4.0220 0.0 0.0 0.1 -0.7175
O -5.1737 6.4089 -5.1083 -0.1 0.1 0.0 0.0288
S -5.5742 5.7778 -2.5605 0.1 -0.1 -0.3 0.9533
C -4.3805 4.5368 -2.1053 0.0 0.0 0.1 -0.5753
C -4.1069 3.4780 -2.9684 0.0 0.0 0.0 -0.0928
C -3.2069 2.4946 -2.5944 0.0 0.0 0.0 -0.0152
C -2.5806 2.5380 -1.3447 0.0 -0.1 0.1 -0.2244
C -2.8568 3.6081 -0.4907 0.0 0.1 0.0 -0.0129
C -3.7459 4.6005 -0.8690 0.0 0.0 0.0 -0.1040
C -1.7016 1.4923 -0.9255 -0.1 0.1 -0.2 -0.0770
C -0.9769 0.5915 -0.5608 -0.2 0.1 0.0 -0.0661
H -2.8018 7.2550 -4.6549 0.0 0.0 0.0 0.0834
H -2.7387 6.3751 -3.0966 0.0 0.0 0.0 0.0758
H -3.4892 7.9654 -3.1699 0.0 0.0 0.0 0.0854
H -4.6034 3.4301 -3.9298 0.0 0.0 0.0 0.1090
H -2.9846 1.6705 -3.2597 0.0 0.0 0.0 0.1186
H -2.3572 3.6494 0.4685 0.0 0.0 0.0 0.1226
H -3.9549 5.4299 -0.2051 0.0 0.0 0.0 0.1011
F 1.5494 -3.7520 0.6271 0.1 -0.1 0.1 -0.3358
Sb 1.3305 -5.6208 0.8597 0.1 0.0 -0.1 1.3562
F 1.0671 -7.4711 1.0666 0.0 -0.2 0.0 -0.3666
F 0.4374 -5.3099 2.4983 -0.1 0.0 0.1 -0.3534
F 2.9889 -5.7071 1.7435 0.1 0.0 0.1 -0.3638
F -0.3041 -5.4794 -0.0886 -0.2 0.0 -0.1 -0.3439
F 2.2000 -5.8747 -0.8050 0.1 -0.1 -0.1 -0.3670
```
Positions in Å, forces in eV/Å.

=====

Computed, not measured: a molecular structure, C5H14NO in a non-equilibrium geometry, with ωB97M-V/def2-TZVPD.

Calculated values
LUMO (spin up / spin down), Eh: -0.19016 / -0.19072
Max |F|, Eh/bohr: 0.100
HOMO-LUMO gap (spin up / spin down), eV: 8.3075 / 8.6078
Charge: +1
Energy relative to the best compared isomer or geometry (same formula, charge and spin), eV: 9.117
DFT total energy, eV: -8934.8913

```
21
Properties=species:S:1:pos:R:3:forces:R:3:nbo_charge:R:1
C 2.5677 -0.6138 0.0176 3.4 3.2 -0.2 -0.6276
C -1.5923 -1.2672 0.4394 1.5 4.8 0.9 -0.5150
C -1.5409 1.7813 0.1483 0.4 0.4 -0.2 -0.2383
C 1.7235 0.4974 -0.6831 0.8 -0.6 -1.3 -0.3195
C -1.2512 -0.5134 -0.8356 -0.9 -0.1 0.8 -0.0945
N 0.6087 0.9784 0.0834 0.8 -1.5 4.0 -0.1323
O -0.5949 0.9126 -0.5209 -0.8 -2.0 -1.1 -0.2177
H 2.8399 -0.4137 1.0882 -0.8 0.3 -0.8 0.2395
H 2.1763 -1.5549 -0.0298 -1.3 -2.5 -0.4 0.2120
H 3.6473 -0.6256 -0.4345 -2.1 -0.1 0.4 0.2525
H -2.4549 -0.7920 1.0272 1.4 -0.8 -0.9 0.2484
H -0.4642 -1.0260 1.1300 -2.1 -0.6 -0.9 0.0880
H -1.6749 -2.2843 0.3747 0.1 -2.6 -0.3 0.2624
H -1.2226 2.7080 -0.3263 -0.8 0.5 0.7 0.2437
H -2.4914 1.3841 -0.1813 -0.3 0.6 0.2 0.2102
H -1.3730 1.7012 1.2282 -0.1 0.3 -0.3 0.2364
H 2.3337 1.3665 -0.8670 0.6 0.6 0.7 0.2450
H 1.4748 0.3474 -1.7592 -0.3 -0.9 0.7 0.2172
H -0.5410 -0.8458 -1.5497 0.8 -1.1 -0.1 0.2323
H -2.0974 -0.1789 -1.4110 -0.4 0.1 0.0 0.2297
H 0.3797 -0.3664 1.3337 0.2 2.0 -1.8 0.2275
```
Positions in Å, forces in eV/Å.

=====

Computed, not measured: a molecular structure, C9H12N4 in a non-equilibrium geometry, with ωB97M-V/def2-TZVPD.

Calculated values
LUMO (spin up / spin down), Eh: -0.01789 / -0.11928
Max |F|, Eh/bohr: 0.152
Expectation value of S²: 2.027
HOMO-LUMO gap (spin up / spin down), eV: 8.8124 / 7.0963
2S+1: 3
Energy relative to the best compared isomer or geometry (same formula, charge and spin), eV: 0.000
DFT total energy, eV: -15480.4990

```
25
Properties=species:S:1:pos:R:3:forces:R:3:lowdin_spin:R:1
C -3.8527 0.3746 0.2793 -3.5 -2.7 -0.9 0.1196
C -4.2743 1.6261 0.1985 6.1 4.6 1.7 0.9290
C -3.1958 -0.8993 0.4774 3.0 -0.1 0.7 0.0083
C -5.1566 -0.0963 -0.0735 2.1 1.1 0.5 0.2482
C 1.7907 1.6184 0.0190 0.0 -0.2 0.1 0.0000
C -1.8875 -1.1208 -0.3053 -0.1 0.0 0.2 0.0050
C 1.7743 0.0993 0.1348 -0.1 0.1 -0.2 0.0002
C -0.7663 -0.2018 0.1715 0.0 -0.2 -0.3 0.0009
C 0.5548 -0.5518 -0.5164 0.0 0.1 0.3 0.0003
N -5.4485 2.0632 -0.1116 -2.9 -1.8 -0.8 0.1858
N -4.1493 -1.9378 0.1596 0.5 -0.3 0.2 0.1361
N -6.0633 0.9046 -0.2898 -3.0 1.1 -0.9 0.3596
N -5.2432 -1.4303 -0.1367 -2.1 -1.7 -0.6 0.0009
H -2.9561 -1.0555 1.5408 0.0 0.0 0.0 0.0045
H 1.7301 1.9217 -1.0239 0.0 0.1 -0.1 0.0000
H 0.9583 2.0624 0.5584 -0.1 0.1 0.0 0.0000
H 2.7132 2.0142 0.4363 0.1 0.1 0.0 0.0000
H -2.0815 -0.9658 -1.3683 0.0 0.0 0.0 0.0000
H -1.5999 -2.1629 -0.1648 0.0 0.0 -0.1 0.0003
H 1.8135 -0.1847 1.1888 0.1 -0.1 0.0 0.0000
H 2.6690 -0.2996 -0.3465 0.1 0.0 0.1 0.0000
H -0.6452 -0.3126 1.2528 0.0 0.0 0.1 0.0001
H -1.0288 0.8386 -0.0317 0.0 0.0 0.1 0.0013
H 0.5057 -0.2619 -1.5685 0.0 -0.1 -0.1 0.0000
H 0.6860 -1.6364 -0.4784 0.0 0.0 -0.1 0.0000
```
Positions in Å, forces in eV/Å.

=====

Computed, not measured: a molecular structure, C5H10INO2S in a non-equilibrium geometry, with ωB97M-V/def2-TZVPD.

Calculated values
LUMO, Eh: 0.00857
Max |F|, Eh/bohr: 0.078
HOMO-LUMO gap, eV: 9.3696
Energy relative to the best compared isomer or geometry (same formula, charge and spin), eV: 2.357
DFT total energy, eV: -29864.8002

```
20
Properties=species:S:1:pos:R:3:forces:R:3:nbo_charge:R:1
C 1.4455 -1.4797 -2.0409 -0.7 -1.1 -0.7 0.0083
C -0.8334 2.0559 0.7400 2.2 -1.4 -0.5 -0.6512
C -2.2249 -0.0454 0.4790 -3.1 1.0 -2.3 -0.6488
C -0.7257 0.0418 2.3062 -0.7 -0.3 -0.4 -0.4216
C -1.1758 0.6381 1.2098 0.6 1.1 0.3 0.0126
N 1.9698 -1.1788 -3.1026 0.2 2.0 1.7 -0.6389
O 2.2254 0.6368 -0.6432 -1.3 0.5 0.9 -0.8982
O 3.0853 -1.7086 -0.4022 0.6 0.3 1.4 -0.9227
S 1.8762 -0.8895 -0.3197 0.6 -0.5 -1.8 1.5507
I 0.4389 -3.3765 -1.6147 -0.2 0.1 -0.2 -0.0073
H -0.2669 1.8876 -0.3320 -1.9 1.0 2.4 0.2255
H -1.7454 2.6825 0.8104 0.7 -0.2 -0.8 0.2260
H -0.0399 2.4529 1.4356 -0.9 -0.1 -0.8 0.2176
H -2.2565 0.0113 -0.6623 0.8 -0.3 1.3 0.2152
H -3.2117 0.5214 0.6714 1.2 -0.8 0.1 0.2140
H -2.3768 -1.0493 0.8248 -0.1 -0.6 -0.1 0.2203
H -1.1225 -0.9446 2.5303 0.3 0.1 0.2 0.1915
H 3.0944 0.8375 -0.9558 1.2 -0.2 -0.6 0.5146
H -0.1596 0.5352 3.0445 0.9 0.4 0.6 0.1948
H 2.0035 -1.6284 -3.9784 -0.4 -1.0 -0.7 0.3977
```
Positions in Å, forces in eV/Å.

=====

Q: energy relative to the best compared isomer or geometry (same formula, charge and spin) of number 2 (C5H14NO)?
A: 9.117 eV

=====

Q: Which of these has the lowest DFT total energy?
A: C50H39F6N3O6S2SbTi

=====

Repeat the third record exactly.
Computed, not measured: a molecular structure, C9H12N4 in a non-equilibrium geometry, with ωB97M-V/def2-TZVPD.

Calculated values
LUMO (spin up / spin down), Eh: -0.01789 / -0.11928
Max |F|, Eh/bohr: 0.152
Expectation value of S²: 2.027
HOMO-LUMO gap (spin up / spin down), eV: 8.8124 / 7.0963
2S+1: 3
Energy relative to the best compared isomer or geometry (same formula, charge and spin), eV: 0.000
DFT total energy, eV: -15480.4990

```
25
Properties=species:S:1:pos:R:3:forces:R:3:lowdin_spin:R:1
C -3.8527 0.3746 0.2793 -3.5 -2.7 -0.9 0.1196
C -4.2743 1.6261 0.1985 6.1 4.6 1.7 0.9290
C -3.1958 -0.8993 0.4774 3.0 -0.1 0.7 0.0083
C -5.1566 -0.0963 -0.0735 2.1 1.1 0.5 0.2482
C 1.7907 1.6184 0.0190 0.0 -0.2 0.1 0.0000
C -1.8875 -1.1208 -0.3053 -0.1 0.0 0.2 0.0050
C 1.7743 0.0993 0.1348 -0.1 0.1 -0.2 0.0002
C -0.7663 -0.2018 0.1715 0.0 -0.2 -0.3 0.0009
C 0.5548 -0.5518 -0.5164 0.0 0.1 0.3 0.0003
N -5.4485 2.0632 -0.1116 -2.9 -1.8 -0.8 0.1858
N -4.1493 -1.9378 0.1596 0.5 -0.3 0.2 0.1361
N -6.0633 0.9046 -0.2898 -3.0 1.1 -0.9 0.3596
N -5.2432 -1.4303 -0.1367 -2.1 -1.7 -0.6 0.0009
H -2.9561 -1.0555 1.5408 0.0 0.0 0.0 0.0045
H 1.7301 1.9217 -1.0239 0.0 0.1 -0.1 0.0000
H 0.9583 2.0624 0.5584 -0.1 0.1 0.0 0.0000
H 2.7132 2.0142 0.4363 0.1 0.1 0.0 0.0000
H -2.0815 -0.9658 -1.3683 0.0 0.0 0.0 0.0000
H -1.5999 -2.1629 -0.1648 0.0 0.0 -0.1 0.0003
H 1.8135 -0.1847 1.1888 0.1 -0.1 0.0 0.0000
H 2.6690 -0.2996 -0.3465 0.1 0.0 0.1 0.0000
H -0.6452 -0.3126 1.2528 0.0 0.0 0.1 0.0001
H -1.0288 0.8386 -0.0317 0.0 0.0 0.1 0.0013
H 0.5057 -0.2619 -1.5685 0.0 -0.1 -0.1 0.0000
H 0.6860 -1.6364 -0.4784 0.0 0.0 -0.1 0.0000
```
Positions in Å, forces in eV/Å.